(1)
Density functional theory data (wB97M-V/def2-TZVPD) for C6H7N as an isolated structure.

Geometry (Å):
N (0.08274, 0.57336, 0.94344)
C (-1.79042, 0.15289, 0.12813)
C (1.30693, 0.62496, 0.12051)
C (-0.63707, -0.71473, 0.58963)
C (0.17535, -1.30393, -0.52932)
C (-1.05628, 1.23991, 0.38028)
C (1.18276, -0.50411, -0.85636)
H (-0.08672, -2.22080, -1.04183)
H (1.91526, -0.66149, -1.63844)
H (1.53063, 1.63027, -0.26600)
H (2.19211, 0.29858, 0.66652)
H (-0.81876, -1.38162, 1.44295)
H (-2.79787, -0.05900, -0.19786)
H (-1.16528, 2.31677, 0.28026)

Cartesian forces, eV/Å:
0.1986 -0.0878 -0.2117
-0.1103 0.1584 0.0933
0.5507 -0.2174 0.0476
0.0120 -0.2453 -0.0248
-0.0030 0.1392 -0.2201
-0.0855 0.0479 -0.0541
-0.3138 -0.0628 -0.2865
-0.0069 0.0125 0.1092
-0.1293 -0.0827 -0.0614
-0.3408 -0.2865 -0.0772
0.0845 0.5660 0.7707
0.0826 0.1366 -0.1641
0.0609 0.0987 0.0622
0.0001 -0.1765 0.0168

LUMO level	1.215	eV
highest occupied orbital energy	-0.3041	Ha

***

(2)
Density functional theory data (wB97M-V/def2-TZVPD) for a 3-piece molecular cluster, C18H24F5N4O2 overall.

Geometry (Å):
F (-2.80906, -4.55878, -2.28493)
F (-1.32142, -2.67436, 0.05404)
F (-3.03158, -2.44333, -2.71919)
F (-2.86497, -4.18397, 0.13591)
F (-3.40071, -2.13022, -0.26393)
O (-2.76851, 4.05491, 3.40108)
O (4.86172, -2.93590, -2.61526)
N (1.15688, -0.63576, -2.57356)
N (1.23187, -2.77902, -2.93937)
N (-0.95991, -3.39026, -2.47380)
N (-0.10197, -1.10506, -2.35304)
C (-3.20621, 4.96456, 4.07166)
C (0.38593, 2.22488, 2.13610)
C (0.98312, 1.68514, -0.13194)
C (5.09506, -3.62829, -1.64697)
C (-0.95942, 2.19520, 1.79341)
C (1.34861, 1.97760, 1.17306)
C (-0.00344, -2.43128, -2.56821)
C (-2.31041, -3.34164, -2.02717)
C (-2.75545, 5.18674, 5.49221)
C (-2.48969, -3.07566, -0.47396)
C (-1.21749, -0.21051, -1.98556)
C (-0.35923, 1.64218, -0.48847)
C (-1.31741, 1.90602, 0.48575)
C (-4.22689, 5.92828, 3.52421)
C (5.54729, -3.03233, -0.33837)
C (-0.82441, 1.27611, -1.87581)
C (1.91898, -1.65491, -2.92902)
C (4.95555, -5.12686, -1.69981)
H (5.61614, -1.95080, -0.42749)
H (-2.02369, 4.43243, 5.77001)
H (-1.73991, 1.81624, -2.10395)
H (5.91211, -5.59907, -1.47184)
H (4.22887, -5.46040, -0.95698)
H (-2.31105, 6.17817, 5.59203)
H (4.84293, -3.29079, 0.45434)
H (-3.60994, 5.12901, 6.16807)
H (1.75786, 1.50637, -0.86857)
H (0.67776, 2.44893, 3.15103)
H (-1.61083, -0.50846, -1.02370)
H (4.62956, -5.43219, -2.69072)
H (-2.36759, 1.88417, 0.22031)
H (-3.83403, 6.94565, 3.55531)
H (2.39305, 2.00118, 1.44975)
H (-0.11006, 1.56643, -2.64602)
H (1.44418, 0.32405, -2.47473)
H (6.52403, -3.43294, -0.06438)
H (-0.63551, -4.30935, -2.73887)
H (-4.46935, 5.66526, 2.49778)
H (-1.97118, -0.30933, -2.75901)
H (-1.74059, 2.37824, 2.51144)
H (2.97337, -1.58261, -3.15397)
H (-5.13299, 5.89633, 4.13108)

Cartesian forces, eV/Å:
-0.0210 0.0599 -0.0384
-0.1048 0.0861 -0.0567
0.1300 0.1490 0.0676
0.0615 0.0337 0.0214
0.1315 -0.0308 0.0126
-0.0966 0.0802 0.0775
-0.2393 0.1477 0.0357
0.5371 -0.0148 -0.2732
0.0620 -0.1444 0.0430
0.0377 0.3171 -0.0248
0.0297 -0.1045 0.2621
-0.0110 0.0287 0.0199
-0.1912 0.0409 0.0126
-0.1676 -0.0038 -0.0335
0.0947 -0.0842 0.0207
0.0286 -0.2781 -0.2754
0.1961 -0.0527 0.1053
-0.2479 0.1072 0.0715
-0.0841 -0.3962 0.0479
0.0844 -0.1259 -0.0439
-0.0694 0.0245 -0.0445
-0.0545 0.5668 -0.3807
0.0502 0.0908 0.0115
0.0031 -0.0670 0.0101
0.0250 -0.0965 -0.1228
-0.0419 0.1368 -0.1056
0.0399 -0.3406 0.2073
0.1401 -0.4293 -0.0407
-0.0404 0.0515 -0.1615
0.0095 -0.0006 0.0012
-0.0005 -0.0011 0.0011
-0.0295 0.1256 -0.0206
-0.0173 -0.0137 0.0769
0.0615 -0.0211 0.0587
-0.0669 0.0337 0.0309
0.0502 -0.0665 0.0290
-0.0091 0.0797 0.0058
0.1090 0.0820 -0.0111
0.0425 0.0129 0.0659
-0.0997 -0.2327 0.0956
0.0019 -0.0001 -0.0009
-0.0581 0.0243 -0.0251
-0.0388 0.0197 0.0686
0.0722 0.0328 -0.0449
-0.0230 0.0677 -0.1064
-0.3976 0.1208 0.1669
-0.0268 -0.0542 0.0484
0.0220 -0.0225 -0.0400
-0.0002 0.0000 -0.0005
-0.0790 -0.2047 -0.0352
0.1061 0.1310 0.1493
0.0713 0.0684 0.0190
0.0185 0.0661 0.0424

charge	+1
LUMO level	-2.652	eV
highest occupied orbital energy	-0.4267	Ha

***

(3)
Density functional theory data (wB97M-V/def2-TZVPD) for C4F5N3SbSe4Tc as an isolated structure in a non-equilibrium geometry.

Geometry (Å):
Sb (3.30380, -0.04850, 3.52090)
Tc (-0.16510, 0.23830, 0.55840)
Se (1.55210, -0.69910, -0.51950)
Se (0.38620, 0.26550, 2.72260)
Se (3.53490, -2.41550, 3.35400)
Se (3.85630, 2.19030, 4.08420)
F (1.52870, 4.18140, -0.06260)
F (2.13830, 2.40490, 1.03630)
F (-0.53840, 2.33480, -1.21780)
F (2.11430, 2.37330, -1.11180)
F (-0.73100, 2.96130, 0.85280)
N (-6.24630, -0.86650, -1.73030)
N (-4.16080, -0.55290, -0.52120)
N (-1.86820, -0.21700, 0.08300)
C (-5.25950, -0.71530, -1.16240)
C (0.04350, 2.28040, -0.01220)
C (1.46610, 2.88250, -0.06750)
C (-2.99760, -0.42460, -0.28110)

Cartesian forces, eV/Å:
0.9489 -0.1091 0.4241
1.8248 -1.4936 -0.0861
-1.8944 1.0303 0.9027
-0.6547 0.1457 -0.9284
-0.2515 1.8686 0.0385
-0.5014 -1.7694 -0.4401
-0.3999 0.0102 -0.1050
-0.3589 0.5160 -0.2338
0.1850 -0.0478 -0.0285
-0.2027 0.2567 -0.2653
0.2820 -0.1348 -0.0636
-0.4485 -0.0445 -0.2160
3.3365 0.4052 1.1028
2.9262 0.8219 0.7947
-0.9622 -0.2434 -0.6270
-0.6684 0.4205 -0.0167
1.2180 -1.0344 0.6843
-4.3789 -0.5983 -0.9366

charge	+2
LUMO level (alpha / beta)	-10.849 / -10.853	eV
highest occupied orbital energy (alpha / beta)	-0.6023 / -0.6023	Ha